Density functional theory data (the ωB97M-V functional and the def2-TZVPD basis) for C36H43BN3O3PRuS as an isolated structure.

```
89
Properties=species:S:1:pos:R:3:forces:R:3
Ru -0.0662 -1.0162 0.2886 0.7273 -0.7507 -0.0013
N -0.9111 -3.0730 0.7319 -0.3161 0.1921 0.1053
C -2.0757 -3.1165 1.6143 0.2033 -0.1554 -0.1356
C -2.5187 -4.3267 2.1232 -0.0511 -0.0703 0.0229
C -3.6521 -4.3554 2.9212 -0.0093 0.0115 -0.0047
C -4.3476 -3.1813 3.1945 0.0119 0.0043 -0.0123
C -3.8959 -1.9759 2.6855 -0.0212 -0.0234 0.0232
C -2.7395 -1.9359 1.9030 -0.1202 0.1022 0.0206
P -2.0840 -0.3475 1.3289 -0.2369 0.0223 0.2020
C -1.4832 0.4889 2.8084 -0.0510 0.1141 -0.0069
C -1.1887 -0.2601 3.9504 0.0443 0.0157 0.0296
C -0.6613 0.3686 5.0694 -0.0074 -0.0350 -0.0335
C -0.4303 1.7365 5.0526 0.0089 0.0106 0.0338
C -0.7212 2.4839 3.9165 0.0079 -0.0068 -0.0313
C -1.2359 1.8677 2.7886 0.0100 -0.0479 0.0895
C -3.4539 0.5233 0.5794 -0.0568 -0.0606 -0.0252
C -3.8171 0.1715 -0.7199 0.0016 -0.0140 -0.0401
C -4.9514 0.7209 -1.2905 0.0102 0.0345 -0.0028
C -5.7178 1.6278 -0.5656 -0.0097 0.0145 0.0103
C -5.3535 1.9793 0.7264 0.0276 0.0004 0.0135
C -4.2206 1.4241 1.3102 -0.0576 0.0783 -0.0454
H -1.1724 -3.3960 -0.1985 0.0151 -0.0822 -0.0226
H -0.1821 -3.7046 1.0533 0.0443 0.0172 0.0684
H -1.9917 -5.2444 1.8869 -0.0167 0.0364 0.0148
H -4.0017 -5.2996 3.3197 0.0140 0.0487 -0.0142
H -5.2395 -3.2078 3.8073 0.0382 -0.0019 -0.0285
H -4.4360 -1.0612 2.9030 0.0316 -0.0247 -0.0107
H -1.3796 -1.3261 3.9757 -0.0043 0.0279 0.0168
H -0.4426 -0.2087 5.9583 -0.0058 0.0035 -0.0251
H -0.0303 2.2256 5.9320 -0.0103 -0.0152 -0.0283
H -0.5484 3.5527 3.9135 -0.0082 -0.0231 -0.0059
H -1.4519 2.4472 1.9027 -0.0076 -0.0077 -0.0184
H -3.2157 -0.5326 -1.2881 -0.0072 0.0070 0.0171
H -5.2387 0.4476 -2.2978 0.0037 0.0033 0.0280
H -6.6045 2.0604 -1.0117 0.0301 -0.0142 0.0177
H -5.9534 2.6844 1.2870 0.0115 -0.0161 -0.0144
H -3.9419 1.7022 2.3196 -0.0112 -0.0310 -0.0198
C 6.0483 -0.1940 -0.5069 0.0250 -0.0227 0.0115
C 4.7725 0.6083 -0.6874 -0.0962 0.0549 0.1132
N 3.7986 0.3320 0.3990 0.1505 0.1469 0.0530
C 3.9155 1.1781 1.6052 0.0866 -0.1186 -0.1148
C 2.9937 2.3786 1.5602 -0.0555 0.1105 -0.0301
C 2.9609 -0.6672 0.2880 -0.1814 -0.2093 0.2301
S 1.8414 -0.9707 1.6664 0.0130 0.1861 -0.4126
N 3.0673 -1.4887 -0.7551 0.0026 0.0013 0.0432
C 2.1278 -2.1530 -1.3597 -0.4689 0.0086 -0.1282
O 0.8350 -1.9148 -1.2564 0.4134 0.2092 0.2371
C 2.4889 -3.2395 -2.2796 -0.0478 0.0358 0.0593
C 3.7135 -3.8911 -2.1446 0.1227 -0.0223 -0.0732
C 4.0297 -4.9383 -2.9938 0.0041 0.0442 0.0320
C 3.1359 -5.3180 -3.9884 0.0128 -0.0267 -0.0067
C 1.9216 -4.6587 -4.1342 -0.0307 0.0323 0.0186
C 1.5899 -3.6265 -3.2723 -0.0437 -0.1066 -0.0934
H 6.7558 0.0700 -1.2926 -0.0087 -0.0080 0.0183
H 5.8437 -1.2617 -0.5730 0.0056 0.0156 0.0043
H 6.5191 0.0171 0.4543 -0.0070 -0.0030 -0.0232
H 4.2940 0.3927 -1.6368 -0.0230 -0.0378 -0.0393
H 4.9736 1.6787 -0.6463 -0.0210 0.0093 0.0110
H 4.9527 1.5048 1.6421 0.0612 -0.0369 -0.0257
H 3.7454 0.5641 2.4857 -0.0392 -0.0012 0.0323
H 3.1324 2.9245 0.6254 -0.0164 0.0408 0.0109
H 3.2301 3.0563 2.3819 -0.0254 -0.0409 -0.0291
H 1.9470 2.0842 1.6480 -0.0191 -0.0210 -0.0239
H 4.4076 -3.5756 -1.3762 -0.0301 -0.0143 -0.0131
H 4.9749 -5.4547 -2.8875 -0.0361 0.0137 0.0015
H 3.3886 -6.1324 -4.6557 0.0001 0.0330 0.0136
H 1.2369 -4.9492 -4.9208 0.0259 0.0053 0.0364
H 0.6477 -3.1048 -3.3771 0.0305 -0.0171 -0.0043
C -2.1105 3.5262 -1.8321 -0.0826 0.0796 0.0023
C -0.7688 3.0099 -1.3599 0.0274 -0.1795 0.0140
C 0.0024 4.1152 -0.6716 0.0458 0.0843 0.0461
O -1.0368 1.9798 -0.3273 0.0797 -0.0866 -0.1607
B -0.3109 0.8885 -0.6416 -0.0616 0.5603 -0.2713
O 0.4339 0.9576 -1.7690 -0.1120 0.1742 0.1488
C 0.0500 2.2210 -2.4577 -0.0121 -0.1572 0.1561
C -0.7720 1.7888 -3.6555 -0.0759 -0.0243 -0.0717
C 1.3286 2.8954 -2.9002 0.0726 0.0223 -0.0521
H -2.5986 4.0632 -1.0175 0.0078 -0.0152 -0.0250
H -2.7685 2.7212 -2.1509 -0.0013 -0.0129 -0.0140
H -1.9789 4.2220 -2.6629 -0.0090 -0.0130 0.0447
H -0.5853 4.4885 0.1683 0.0128 0.0002 -0.0325
H 0.1770 4.9467 -1.3556 0.0062 -0.0227 0.0268
H 0.9623 3.7713 -0.2936 0.0486 -0.0380 0.0494
H -1.6775 1.2563 -3.3571 0.0516 0.0229 0.0001
H -0.1711 1.1212 -4.2733 -0.0158 0.0293 0.0104
H -1.0602 2.6491 -4.2614 0.0045 -0.0441 0.0219
H 2.0073 3.0661 -2.0656 -0.0208 0.0087 -0.0237
H 1.1101 3.8542 -3.3747 0.0139 -0.0407 0.0186
H 1.8336 2.2644 -3.6323 -0.0168 0.0276 0.0166
```
Forces are in eV/Å.

total charge = +2
ΔE to the lowest compared entry with this formula, charge and spin = 0.0 kcal/mol
expectation value of S² = 6.02
max |F| = 1.05 eV Å⁻¹
HOMO-LUMO gap (alpha / beta) = 8.624 / 6.033 eV
total energy = -72014.4360 eV
2S+1 = 5


Density functional theory data (the ωB97M-V functional and the def2-TZVPD basis) for an isolated molecule of C3H7N3O2S2.

```
17
Properties=species:S:1:pos:R:3:forces:R:3
C 1.5675 0.0967 -1.6079 -0.1740 -1.3699 -0.8017
C -0.6589 0.4687 0.3573 0.6285 0.4637 -1.0891
C -2.1149 0.8491 0.3385 -0.2577 -1.2104 -0.6868
N 1.2851 1.2524 -0.8720 -3.3496 1.5420 3.2566
N 0.2249 1.1988 -0.2132 2.3070 0.8949 -0.6184
N 1.3550 -1.2167 1.3522 -2.8189 0.3928 -2.2620
O -0.3551 -0.1680 2.9119 0.2547 1.4276 2.2182
O -1.2308 -1.7163 1.2458 0.4665 -0.3943 0.3697
S 0.4678 -1.2181 -1.6836 -0.9245 -0.4968 -0.2366
S -0.2749 -0.7242 1.6370 1.5268 -2.8716 -2.5606
H 2.0846 0.4980 -2.4306 0.4018 0.0728 -1.7239
H 2.3480 -0.2469 -0.9758 1.4917 -0.4158 0.9635
H -2.1703 1.8421 0.7856 -0.3998 -0.2256 0.2963
H -2.6338 -0.0039 0.8790 0.1578 1.5891 -0.6499
H -2.4737 0.9257 -0.7239 0.3497 -0.2006 1.0349
H 1.4162 -1.9958 0.6660 -0.3980 0.9024 0.4514
H 1.8735 -1.3885 2.1545 0.7379 -0.1003 2.0383
```
Forces are in eV/Å.

ΔE to the lowest compared entry with this formula, charge and spin = 36.2 kcal/mol
max |F| = 4.92 eV Å⁻¹
HOMO-LUMO gap (alpha / beta) = 6.697 / 6.695 eV
total energy = -33455.4479 eV
2S+1 = 1


Density functional theory data (the ωB97M-V functional and the def2-TZVPD basis) for a 2-piece molecular cluster, C7H19NOSi2 overall.

```
30
Properties=species:S:1:pos:R:3:forces:R:3
C 4.5942 1.0340 0.7614 2.6906 -1.8861 -0.6813
C 4.2687 1.1971 -0.7335 -0.0703 -0.4114 1.6484
C 3.9164 -0.2605 1.2752 0.4989 -0.1646 -0.8162
C 1.9741 -2.1310 -1.5172 0.3247 -3.5550 2.8326
C -2.7601 1.6177 0.0109 0.9444 -0.8169 -0.2480
C -5.5878 0.5775 -0.5649 -3.1767 -3.1590 -1.5125
C -3.6820 -1.1743 1.3617 1.6496 -0.5064 -3.8757
N 2.9442 0.6668 -0.9785 -1.1394 1.0858 0.7067
O 1.6039 -1.5544 -0.2917 -0.0506 1.1825 2.2199
Si 2.1873 -0.1282 0.4323 1.1197 -1.5770 -2.3163
Si -3.8666 0.0926 -0.1513 0.7573 -1.0183 -0.0541
H 5.7519 1.1422 0.9577 -2.0383 -0.7153 -0.4536
H 4.2294 1.8578 1.2557 -1.2676 1.9369 1.2912
H 4.4416 2.2203 -0.9697 -0.3219 0.9563 -0.5565
H 4.9158 0.6205 -1.3160 1.4944 -0.8901 -0.8987
H 4.5038 -1.1825 1.0474 -0.6171 0.5849 -0.2071
H 3.7684 -0.2672 2.3168 0.0898 0.1598 1.4867
H 2.4724 -1.4202 -2.0365 1.2369 1.8811 -2.4422
H 1.0568 -2.5418 -1.8740 -0.3990 -0.1034 -1.1619
H 2.6903 -3.0488 -1.3397 -1.1330 1.6213 -0.2334
H -1.9599 1.1382 0.5901 0.4731 0.3085 -0.2900
H -2.3242 2.1361 -0.8791 -0.4877 -0.8212 0.5491
H -3.1018 2.3755 0.6703 -0.7596 0.8313 0.6384
H -5.6681 1.6205 -0.6709 -0.2357 1.3457 -0.5471
H -6.1850 -0.0283 -1.4603 2.1444 1.7893 1.4821
H -6.3692 0.2664 0.1457 0.5357 0.3210 0.7027
H -4.6143 -1.4123 1.6990 -2.7119 -0.7609 0.8628
H -3.1444 -2.1446 1.0750 -0.5737 1.5946 0.4441
H -3.2077 -0.6445 2.1062 1.4616 0.8889 1.8431
H 2.4116 1.3512 -1.4846 -0.4383 -0.1023 -0.4136
```
Forces are in eV/Å.

ΔE to the lowest compared entry with this formula, charge and spin = 142.3 kcal/mol
max |F| = 4.73 eV Å⁻¹
HOMO-LUMO gap (alpha / beta) = 7.945 / 5.574 eV
total energy = -26856.9739 eV
2S+1 = 1


Density functional theory data (the ωB97M-V functional and the def2-TZVPD basis) for a 3-piece molecular cluster, C11H22Cl5FNO overall.

```
41
Properties=species:S:1:pos:R:3:forces:R:3
F -0.5042 2.8596 0.2932 1.0991 2.4100 -0.8183
C -0.0207 4.2049 -0.1328 0.5784 0.4992 -0.0800
C 1.5732 4.1858 -0.6397 -1.1725 -0.9224 -0.7765
C 2.5362 3.2892 0.3377 0.3690 0.8404 1.2465
C 3.6084 2.3206 -0.4375 -0.4990 0.8092 -0.2777
O 4.8453 2.0927 0.3262 -2.2189 -1.1599 0.2215
C 4.5820 1.4334 1.6226 1.4229 -0.2059 0.4067
C 3.4382 0.2521 1.5651 -0.9868 1.6168 2.9562
N 3.1355 -0.2296 0.1644 1.0091 -1.4007 0.8310
C 3.0285 0.8545 -0.8833 0.6585 0.7219 -2.6502
Cl 1.2795 0.8601 -1.5099 2.1134 0.4918 0.5083
H -0.0861 4.9228 0.8081 -0.1402 -1.7180 -1.9791
H -0.7266 4.5662 -1.0212 1.5584 -0.8688 2.1276
H 1.8898 5.3108 -0.7500 -0.4570 -2.2671 0.4535
H 1.5950 3.7217 -1.7311 -0.0691 0.9839 2.2886
H 3.1879 4.0613 0.9733 -1.2206 -1.7807 -1.4208
H 1.9009 2.6966 1.1564 1.2188 1.2003 -2.0544
H 3.9405 2.8788 -1.4393 -0.7092 -1.4238 2.2365
H 4.3681 2.2863 2.3975 -0.0988 -1.9710 -1.2934
H 5.6184 0.9391 1.9467 -2.2929 1.1283 -0.8703
H 3.7054 -0.6344 2.3185 -0.4589 1.7918 -2.1216
H 2.4162 0.7008 1.9886 2.2070 -1.0174 -1.0881
H 2.2697 -0.8429 0.2328 0.6774 1.0294 -0.4450
H 3.9180 -0.8835 -0.1097 -0.9538 0.8448 0.1599
H 3.7035 0.4955 -1.8002 -1.6249 0.7481 2.1054
Cl -3.3662 -2.5603 -0.2824 0.1509 0.0501 0.0330
C -2.8425 -1.0574 0.5181 0.0884 0.1029 0.1406
C -1.6186 -0.4484 -0.1476 -0.5335 0.6339 -0.0401
Cl -0.1584 -1.4389 0.0945 0.0612 -0.7298 0.3460
H -2.6577 -1.2812 1.5733 0.0257 0.0007 -0.2634
H -3.6829 -0.3592 0.4606 0.2347 -0.0408 -0.0829
H -1.4099 0.5339 0.2862 -0.0354 -0.1648 -0.0159
H -1.7673 -0.3201 -1.2247 0.0597 -0.1932 0.2285
Cl -6.9361 -4.8207 -2.5344 -0.0105 -0.0135 0.0258
C -6.1797 -4.9395 -0.9259 0.1584 -0.0168 0.2238
C -5.5639 -6.3079 -0.6804 0.1761 0.1808 0.0032
Cl -6.7979 -7.5826 -0.5239 0.0180 0.0254 -0.0389
H -6.9386 -4.6987 -0.1750 0.1159 -0.1518 -0.1954
H -5.4034 -4.1696 -0.8839 -0.1359 -0.2232 -0.0285
H -4.9986 -6.2984 0.2561 -0.1356 0.0753 -0.1114
H -4.8811 -6.5935 -1.4871 -0.2477 0.0847 0.1092
```
Forces are in eV/Å.

total charge = +1
max |F| = 3.51 eV Å⁻¹
HOMO-LUMO gap = 8.598 eV
total energy = -80621.1792 eV
2S+1 = 1


Density functional theory data (the ωB97M-V functional and the def2-TZVPD basis) for an isolated molecule of C3H4INO2.

```
11
Properties=species:S:1:pos:R:3:forces:R:3
C 0.4854 1.2514 0.0179 1.3833 0.0968 0.5209
C 1.4334 -0.9942 0.5372 0.1543 -1.9311 -0.6754
C -1.2709 -0.4113 -0.5801 -2.0751 1.1497 -0.2124
N -0.6503 0.7861 -0.5351 -0.9721 -0.0319 -0.4403
O 0.8483 2.3992 0.0030 -0.4684 -0.3929 -0.1267
O 1.2110 0.3365 0.6884 1.3648 -0.6001 0.7491
I -3.2754 -0.5101 0.0480 0.1095 0.1485 -0.1445
H 2.1322 -1.5103 1.2641 -1.0614 1.3306 -0.7908
H 1.1970 -1.5834 -0.4048 0.2890 1.3657 1.1408
H -0.8165 -1.2729 -0.3320 1.7964 -2.5404 0.5592
H -1.2942 1.5090 -0.7065 -0.5204 1.4049 -0.5799
```
Forces are in eV/Å.

ΔE to the lowest compared entry with this formula, charge and spin = 90.0 kcal/mol
max |F| = 3.16 eV Å⁻¹
HOMO-LUMO gap (alpha / beta) = 7.750 / 8.070 eV
total energy = -16857.5330 eV
2S+1 = 1